Run A
# C10H13P

An isolated molecule of C10H13P (ωB97M-V/def2-TZVPD, the Open Molecules 2025 dataset).

Computed properties:
Highest occupied orbital energy (spin up / spin down): -6.874 / -6.873 eV

XYZ file:
```
24
C10H13P ωB97M-V/def2-TZVPD
P -0.0761 0.4696 0.4724
C 2.0601 -2.9996 -1.2922
C 0.6969 1.3599 -0.7859
C -0.1426 -2.3505 -0.0965
C -0.9726 3.0116 1.0431
C 1.0532 -2.5419 -0.6028
C -1.1103 -3.5136 -0.2476
C -0.1264 3.5979 0.1676
C 0.9782 2.8042 -0.5200
C -1.1629 1.6548 1.4759
C -0.7338 -1.1589 0.5812
H 2.2005 -2.7988 -2.3391
H -0.5344 -4.3702 -0.1521
H -1.6250 3.7036 1.5348
H 1.5431 0.7858 -1.3612
H -2.1636 1.2694 1.4127
H 1.8489 3.1521 0.1387
H -1.7467 -3.3771 0.5954
H -0.0671 4.5837 -0.0113
H -1.6122 -3.4884 -1.2901
H -1.7149 -1.0034 1.0902
H 2.9795 -3.4168 -0.9489
H -0.8907 1.4812 2.6298
H 1.3189 3.1454 -1.4940
```

=====

Run B
# C10H13P

An isolated molecule of C10H13P (ωB97M-V/def2-TZVPD, the Open Molecules 2025 dataset).

Computed properties:
Highest occupied orbital energy (spin up / spin down): -7.561 / -7.316 eV

XYZ file:
```
24
C10H13P ωB97M-V/def2-TZVPD
P 0.9887 -2.8613 1.3207
C 0.7709 0.6308 -1.5595
C -1.0271 -1.1834 0.7426
C -2.3308 0.0884 -1.0462
C 2.3011 -0.7828 0.2559
C 1.1145 -0.1119 0.8232
C -1.0886 -0.1914 -0.1789
C 2.3647 -2.1295 0.4411
C 0.2161 -1.2237 1.5048
C -0.2115 2.1198 0.4228
C 0.2191 0.7051 -0.1453
H -1.9938 -0.0257 -2.0554
H -1.1189 2.5851 -0.1559
H -1.9318 -1.8604 0.9541
H 1.8961 0.7816 -1.3105
H 3.0788 -2.8249 0.0711
H 0.3975 1.4295 -2.0973
H 0.5499 2.8988 0.1797
H 1.6050 0.5604 1.5945
H 0.4203 -0.3048 -2.0100
H -2.7582 1.1093 -0.8562
H -0.5778 2.1887 1.4530
H -3.0491 -0.6956 -0.8530
H 0.1649 -0.9020 2.5049
```

=====

Stability order, top to bottom: run B, run A